[1]
A structure of composition C24H45ClP2Sn at a distorted geometry. Source: the Open Molecules 2025 dataset; level of theory: the ωB97M-V functional and the def2-TZVPD basis.

Element x y z (Å)
Sn: 0.0214 -0.3559 -0.7133
C: 1.1819 1.5338 2.2335
C: 2.2288 2.0492 1.3050
C: 0.1758 2.1113 0.2343
C: -0.0230 1.5079 1.5506
C: 1.5274 2.4295 0.0815
C: 1.4749 0.8255 3.4862
H: 2.4388 0.3084 3.4198
H: 0.6980 0.0680 3.6596
H: 1.5011 1.5032 4.3463
C: -1.3614 1.0870 2.0632
H: -1.2973 0.7305 3.1076
H: -1.7951 0.2763 1.4358
H: -2.0600 1.9530 2.0316
C: -0.9790 2.5863 -0.5975
H: -1.4708 3.4216 -0.0410
H: -1.7650 1.8056 -0.7451
H: -0.6700 2.9682 -1.5892
C: 2.1298 3.0385 -1.1169
H: 3.1079 3.4852 -0.9407
H: 1.4924 3.8348 -1.5270
H: 2.2294 2.2571 -1.8819
C: 3.4862 2.7749 1.6959
H: 3.3419 3.7963 2.0205
H: 4.1380 2.8598 0.8122
H: 4.0058 2.2076 2.4931
C: 1.6120 -2.6973 0.1199
C: 2.5437 -2.2837 0.9981
C: 3.9953 -2.3249 0.6826
C: 4.4272 -1.6334 -0.6472
C: 3.5107 -0.6946 -1.3285
C: 2.4183 -0.9929 -2.0657
C: 2.0743 -2.4195 -2.4329
C: 2.0397 -3.3422 -1.1760
H: 4.3403 -3.3731 0.6101
H: 4.7340 -2.4295 -1.3502
H: 4.5471 -1.8312 1.5100
H: 3.0590 -3.7422 -1.0775
H: 0.5677 -2.8614 0.4297
H: 2.2918 -2.0786 2.0527
H: 1.3984 -4.2023 -1.4205
H: 1.1137 -2.4693 -2.9766
H: 1.9460 -0.2230 -2.6849
H: 2.8276 -2.8717 -3.1181
H: 5.3229 -1.0595 -0.3581
H: 3.8932 0.3433 -1.3145
P: -3.3352 -1.9013 3.3928
C: -4.3326 -1.5404 4.9060
H: -4.7079 -2.4678 5.3655
H: -5.1787 -0.8974 4.6293
H: -3.6889 -1.0090 5.6205
C: -4.6472 -2.8574 2.5158
H: -5.1247 -3.6003 3.1723
H: -4.1955 -3.3586 1.6500
H: -5.3994 -2.1369 2.1650
C: -2.4058 -3.3289 4.1063
H: -3.0809 -4.0456 4.5978
H: -1.6888 -2.9326 4.8400
H: -1.8576 -3.8274 3.2959
P: -2.4090 1.8471 -3.9174
C: -1.7307 3.1947 -4.9868
H: -2.2340 3.2457 -5.9635
H: -0.6584 3.0084 -5.1368
H: -1.8587 4.1500 -4.4591
C: -2.3297 0.4950 -5.1673
H: -2.8095 0.7999 -6.1104
H: -2.8494 -0.3817 -4.7549
H: -1.2757 0.2438 -5.3478
C: -4.1964 2.2395 -4.1714
H: -4.4784 2.1774 -5.2337
H: -4.4072 3.2478 -3.7910
H: -4.7785 1.5061 -3.5955
Cl: 3.2378 0.2534 1.1018

E_LUMO: -8.43 eV
Orbital gap: 4.62 eV
Total charge: +2
HOMO level: -13.06 eV

[2]
A cluster of 2 separate species, C24H45FN5O5 in total at a distorted geometry. Source: the Open Molecules 2025 dataset; level of theory: the ωB97M-V functional and the def2-TZVPD basis.

Element x y z (Å)
C: 3.4151 1.7253 3.4548
C: 2.6602 0.3989 3.0324
O: 3.1331 -0.2146 1.8097
N: 2.8187 0.5130 0.7087
C: 3.7963 1.4982 0.1308
C: 5.3001 0.9685 0.2820
F: 5.4422 -0.3304 -0.2766
C: 1.6650 0.3497 0.0622
N: 1.2042 1.0020 -1.0896
C: -0.0551 0.5493 -1.5051
C: -0.8292 1.0862 -2.7506
C: 0.1851 1.5050 -3.9059
O: 0.3335 0.4768 -4.9094
C: 1.4883 0.6808 -5.6882
O: 2.5683 0.2227 -5.3869
N: -0.3817 -0.4301 -0.5632
C: -1.6699 -1.1543 -0.7002
C: -1.5351 -2.7364 -0.7220
C: -1.0607 -3.3039 -2.1456
C: 0.5096 -3.1603 -2.3372
C: 1.3238 -4.1387 -1.3900
C: 2.8670 -4.1882 -1.8003
C: 3.3885 -2.8953 -2.5573
O: 4.8259 -2.8822 -2.4665
C: 5.3687 -1.9752 -3.4410
N: 0.5897 -0.5439 0.3685
N: 0.5214 -1.4567 1.4196
C: -0.3233 -1.0749 2.2991
O: -1.0235 -0.4285 2.9646
H: 3.2434 2.0201 4.5359
H: 2.9650 2.5785 2.8418
H: 4.5184 1.7275 3.1779
H: 2.8582 -0.3619 3.8563
H: 1.5520 0.6119 3.0595
H: 3.6575 2.4531 0.7184
H: 3.6420 1.6656 -0.9696
H: 5.6786 1.0465 1.3383
H: 5.9477 1.6569 -0.3476
H: -1.3673 2.0330 -2.4265
H: -1.5613 0.3392 -3.1780
H: -0.2051 2.4432 -4.4255
H: 1.1853 1.7814 -3.4586
H: 1.4355 1.2665 -6.6521
H: -2.2858 -0.8506 -1.5880
H: -2.2864 -0.8951 0.2258
H: -0.9386 -3.1505 0.1411
H: -2.5947 -3.1389 -0.5835
H: -1.3248 -4.4099 -2.2212
H: -1.6587 -2.7583 -2.9397
H: 0.7229 -3.3263 -3.4428
H: 0.8304 -2.0892 -2.1245
H: 1.2478 -3.8328 -0.3024
H: 0.8167 -5.1556 -1.4724
H: 3.4792 -4.3075 -0.8608
H: 2.9782 -5.0595 -2.5202
H: 2.9908 -1.9493 -2.0568
H: 3.0637 -2.9460 -3.6455
H: 4.6281 -1.1339 -3.6444
H: 6.3080 -1.4775 -3.0386
H: 5.6535 -2.4965 -4.4089
C: -7.0427 2.0678 4.6095
C: -6.5032 3.0179 3.5476
C: -5.9090 2.2979 2.3366
C: -4.6970 1.4112 2.6350
C: -3.5142 2.1221 3.2930
C: -2.9119 3.2210 2.4265
H: -6.2526 1.4427 5.0314
H: -7.4884 2.6341 5.4302
H: -7.8141 1.4152 4.1929
H: -5.7639 3.6885 3.9957
H: -7.3238 3.6542 3.2020
H: -5.6376 3.0441 1.5828
H: -6.6856 1.6768 1.8768
H: -4.3602 0.9591 1.6936
H: -5.0046 0.5768 3.2735
H: -2.7370 1.3794 3.5006
H: -3.8071 2.5368 4.2622
H: -2.5732 2.8196 1.4669
H: -2.0500 3.6683 2.9283
H: -3.6297 4.0201 2.2311

E_LUMO: -3.81 eV
Orbital gap: 7.65 eV
Total charge: +1
HOMO level: -11.45 eV

[3]
A structure of composition C24H46BiCl2N3O5Si at a distorted geometry. Source: the Open Molecules 2025 dataset; level of theory: the ωB97M-V functional and the def2-TZVPD basis.

Element x y z (Å)
C: -7.3866 -2.5032 -1.5992
C: -7.6169 -3.9354 -1.2307
H: -7.7342 -2.3148 -2.6228
H: -6.3181 -2.2574 -1.5257
H: -7.9317 -1.8063 -0.9424
C: -8.5254 -4.7221 -1.8326
C: -9.4279 -4.2850 -2.9236
H: -8.6596 -5.7440 -1.5047
H: -8.9043 -3.6883 -3.6764
H: -10.2730 -3.6946 -2.5511
H: -9.8528 -5.1648 -3.4141
Bi: -0.6878 -0.0744 0.0954
Cl: -2.8695 -0.3034 1.4537
C: -0.8658 -2.6750 2.1838
O: -0.2623 -2.2904 1.1435
N: -0.7357 -3.8936 2.6946
C: 0.0566 -4.9182 2.0193
C: -1.4874 -4.2889 3.8915
H: -1.5528 -2.0195 2.7341
H: 0.9056 -4.4560 1.5143
H: -0.5436 -5.4740 1.2869
H: 0.4013 -5.6198 2.7824
H: -1.7825 -3.3855 4.4417
H: -0.8486 -4.9168 4.5203
H: -2.3911 -4.8559 3.6291
H: 5.4474 -0.9547 0.9192
H: 5.0186 1.4821 2.1767
C: 5.0637 -0.4077 0.0564
C: 4.6790 1.7668 1.1747
N: 4.0994 0.6106 0.4723
H: 4.6180 -1.1083 -0.6435
C: 2.8097 0.4097 0.3247
O: 2.2857 -0.5502 -0.2189
H: 3.9269 2.5593 1.2543
H: 1.8835 1.3695 0.7696
H: 5.9004 0.1106 -0.4026
H: 5.5421 2.1186 0.6085
H: -1.9375 0.9585 -5.2371
H: -2.8691 -1.3562 -3.0424
C: -1.2065 0.1421 -5.3103
C: -2.2096 -1.6448 -3.8726
N: -1.1507 -0.6493 -4.0872
H: -0.2166 0.5570 -5.5166
C: -0.3208 -0.3538 -3.1002
O: -0.3543 -1.0078 -2.0053
H: -1.7568 -2.6180 -3.6423
H: 0.3809 0.4802 -3.2661
H: -1.5030 -0.5300 -6.1219
H: -2.7830 -1.7009 -4.8030
O: -5.3623 -4.3542 -0.6938
C: -6.6794 -4.4824 -0.1605
C: -6.7568 -6.9968 -0.4994
C: -7.0087 -5.8883 0.3001
H: -6.2151 -6.8555 -1.4379
C: -7.2401 -8.2566 -0.1146
H: -6.7595 -3.8095 0.7043
C: -7.6758 -6.0351 1.5235
H: -7.0353 -9.1166 -0.7505
C: -7.9817 -8.3909 1.0672
C: -8.1912 -7.2812 1.8939
H: -7.8039 -5.1524 2.1546
H: -8.3836 -9.3689 1.3442
H: -8.7525 -7.3878 2.8271
Si: -3.7847 -4.8002 -0.4422
Cl: -1.9019 1.6337 -1.4305
C: -3.3706 -6.1328 -1.6913
C: -3.6196 -5.4726 1.2965
C: -2.7662 -3.2952 -0.7706
H: -4.0230 -7.0072 -1.5721
H: -2.3278 -6.4564 -1.5676
H: -3.4948 -5.7423 -2.7108
H: -3.1785 -2.7434 -1.6223
H: -1.7117 -3.5213 -0.9878
H: -2.7948 -2.6136 0.0840
H: -4.3462 -6.2739 1.4937
H: -3.7991 -4.6763 2.0325
H: -2.6215 -5.8964 1.4741
C: 0.9821 3.1434 0.1339
O: 0.8833 1.8782 0.8055
H: 0.0368 3.3323 -0.3795
H: 1.8057 3.1902 -0.5910
H: 1.1667 3.9143 0.8957

E_LUMO: 0.13 eV
Orbital gap: 6.26 eV
HOMO level: -6.12 eV